(1)
100
Properties=species:S:1:pos:R:3:forces:R:3 method="wB97M-V/def2-TZVPD" de_lowest_kcal_mol=50.9 energy_ha=-7492.50071 homo_energy_ev=-2.68 total_charge=-2
C -0.87856 -5.79037 2.77184 0.1 0.0 -0.3
H 0.87369 3.15745 -1.00300 0.0 0.0 0.0
H 6.53308 0.58941 4.03105 0.0 0.0 0.0
C 4.36771 4.48038 -0.03796 0.1 -0.1 -0.1
K -1.33798 1.22791 0.44954 1.0 0.9 0.0
H -2.06689 -5.05464 -2.96968 0.0 0.0 0.0
H 5.95224 4.29334 6.08595 -0.1 0.0 0.0
H -3.59803 -4.72388 -3.78832 0.0 0.0 0.0
H 1.97541 -2.78131 -3.01658 0.0 0.0 0.0
H 1.44932 -8.01153 0.36276 0.0 0.0 0.0
H 4.34798 5.50626 -1.92701 0.0 0.0 0.0
H 2.33451 1.50677 -2.93765 -0.1 0.1 0.0
C 2.20627 -1.73056 -2.82584 -0.2 0.0 -0.1
H 1.90128 -0.19610 -5.37455 -0.1 0.1 -0.1
S 3.17412 0.08180 -0.90310 0.2 -0.2 0.0
Te -0.79758 -3.05924 0.37008 0.3 -0.7 -0.4
H -5.79094 -4.38479 -1.05594 0.0 0.0 0.0
H -5.73905 -2.62854 -0.85470 0.0 0.0 0.0
N 1.69664 2.30127 1.29942 -1.4 -0.7 0.5
C 2.54770 -1.55436 -1.35443 0.2 0.3 0.0
H -1.23969 -1.69224 3.20376 0.0 0.0 -0.1
C 2.44875 1.40134 -4.01170 0.2 0.1 -0.1
N 2.32643 1.50124 1.98882 1.6 1.1 -0.2
H 1.69676 2.76025 5.03945 0.0 0.0 0.1
H -2.76269 -4.89668 0.31430 0.0 0.0 0.0
H 4.10197 3.34468 1.77432 0.0 0.0 0.0
C 3.63275 2.22034 4.70101 0.1 -0.1 0.1
H 2.28653 -5.70177 3.16753 0.0 0.0 0.0
H -0.69599 -6.44290 3.62940 0.1 0.0 0.0
N 1.64682 0.90448 4.17743 0.2 0.1 0.0
H -0.91113 -4.76136 3.13256 0.0 0.0 0.0
H -5.46986 -1.44848 2.58879 0.0 0.0 0.0
H -3.55232 -5.84852 -2.42744 0.0 0.0 0.0
H -5.86816 -3.32982 -2.47408 0.0 0.0 0.0
H 5.55081 0.23560 -0.89430 0.0 0.0 0.0
H 5.32399 4.88929 0.26729 0.0 0.0 0.0
H -0.62320 -5.58503 -0.76542 -0.1 0.1 0.0
N -1.44147 3.56319 -0.11919 0.0 1.2 -0.3
H 6.03962 1.34739 -2.96141 0.0 0.1 0.0
C 4.18430 3.33187 5.36497 0.0 0.0 0.0
C 5.54907 3.43603 5.55812 0.0 0.0 0.0
C 3.69594 3.61108 0.80555 -0.1 -0.2 0.1
O -4.09528 0.09721 1.16821 -0.1 0.1 0.0
H 1.65459 -1.66700 -0.73955 0.0 0.0 0.1
H -1.86643 -6.03189 2.37007 0.0 0.0 0.0
S 0.74398 -0.76512 -3.34578 0.2 0.1 0.0
H 2.93121 -5.44223 1.54105 0.0 0.0 0.0
H 7.48110 2.53293 5.24959 0.0 0.0 0.0
C 5.87685 1.36335 4.41229 0.0 0.1 0.1
C -2.96663 -1.84288 -2.35410 -0.1 -0.1 0.2
H -3.71824 -3.48647 5.95432 -0.1 0.0 0.0
C 3.81807 4.83341 -1.26316 -0.1 0.0 0.0
C 2.56280 4.35127 -1.61611 0.1 0.0 -0.1
Si 0.47195 -5.95810 1.45942 0.0 -0.1 0.2
H 3.27948 -2.30046 -1.03443 -0.1 -0.1 0.0
O -0.83551 5.88353 -0.01086 0.0 -0.1 0.0
Si -3.51581 -3.48128 -1.62115 -0.3 -0.1 -0.3
H 1.96413 -4.18440 2.32184 0.0 0.0 0.0
C -4.75539 -2.53198 4.32400 -0.1 0.0 0.0
C -3.17901 -0.68633 1.44409 -0.3 -0.2 0.1
C 0.68489 -7.82392 1.12119 0.0 0.2 0.0
H -3.26492 -1.03676 -1.67863 0.0 0.0 0.0
C 1.87581 3.49720 -0.77354 -0.1 -0.2 0.3
H -1.88307 -1.79920 -2.45063 0.1 0.0 0.0
Br -6.48488 -2.97508 4.99770 0.1 0.0 0.0
H -3.40597 -3.34209 0.83385 0.0 0.0 0.1
C 2.45148 3.09816 0.43241 0.8 0.8 -0.5
C -3.63120 -2.92792 5.02836 0.0 0.0 0.0
C -4.62277 -1.80621 3.15814 0.1 0.0 0.0
C -2.79328 -3.83294 0.07737 0.1 0.3 -0.2
H 3.03199 -1.43201 -3.46965 0.1 -0.1 0.0
N -2.40616 -2.63006 4.61732 0.1 0.0 0.1
C -1.14250 4.71176 -0.06195 -0.1 0.0 0.0
H -3.41472 -1.65782 -3.33329 0.0 -0.1 0.0
H 0.57952 0.90691 -4.96056 0.0 0.0 -0.1
C -3.13910 -4.91345 -2.81487 0.1 0.2 0.2
C 0.07163 -5.03780 -0.12430 -0.1 0.0 0.3
C 6.41230 2.45180 5.09311 0.1 -0.1 -0.1
N 2.28466 2.12405 4.53310 0.0 0.3 -0.4
C 1.67826 0.68013 2.90472 -0.7 -1.0 -0.2
H 4.59350 2.15863 -2.32388 0.1 0.1 0.0
H 3.52410 4.11343 5.72642 0.0 0.0 0.0
C -3.33990 -1.50738 2.71923 -0.1 0.1 0.0
O -2.12195 -0.85628 0.77333 -0.8 -1.7 0.4
H 0.97653 -8.35750 2.02986 0.0 0.0 0.0
H -0.25074 -8.26172 0.76361 0.0 0.0 0.0
C -2.25951 -1.93533 3.48758 0.0 0.0 0.0
C 4.98332 1.21856 -2.71550 -0.2 -0.2 -0.2
C 1.45432 0.38779 -4.56768 0.0 -0.2 0.3
H 2.30730 2.37552 -4.48062 0.0 0.0 0.0
C 4.82299 0.09496 -1.69700 -0.3 0.1 0.1
C -5.41146 -3.45568 -1.48920 0.3 0.0 0.1
H 2.09589 4.66103 -2.54284 0.0 0.0 0.0
H 0.97921 -4.86769 -0.70911 0.0 0.0 0.0
H 4.11920 0.38551 3.68009 0.0 0.0 0.0
H 4.99343 -0.87754 -2.15965 0.1 0.0 0.0
C 4.51526 1.23898 4.21083 -0.1 0.0 0.0
S 1.19412 -0.76334 2.11841 -0.3 -0.1 0.3
S 4.18183 0.89677 -4.31918 0.0 0.1 0.1
C 2.06969 -5.26560 2.19002 -0.2 0.0 -0.2

(2)
97
Properties=species:S:1:pos:R:3:forces:R:3 method="wB97M-V/def2-TZVPD" de_lowest_kcal_mol=9.2 energy_ha=-4826.04363 homo_energy_ev=-10.60 total_charge=+1
C 4.34665 -2.74730 -0.99422 0.0 0.0 0.0
H 4.26662 2.77939 -2.57758 0.0 0.0 0.0
C -0.55002 4.56010 2.29500 0.0 0.0 0.0
C 2.44246 -0.66892 -1.22796 0.0 0.0 0.1
C -2.21537 4.38724 -4.31131 0.0 0.0 0.0
H 3.60784 4.34716 0.55492 0.0 0.0 0.0
H 2.78176 -5.41695 3.85006 0.0 0.0 0.0
C -0.54542 -1.98254 -3.22476 0.0 0.1 0.0
C 3.17216 -0.89627 -0.06248 0.0 0.0 0.0
C 1.07781 -5.85404 0.95673 0.0 0.0 0.0
C -2.58596 3.66468 -3.18541 0.0 0.0 0.0
C -0.85059 3.36108 0.26431 0.0 0.0 0.0
C -0.20898 -3.38625 -2.79281 0.0 0.0 0.0
C 4.09075 -1.91200 0.08262 0.0 0.0 0.0
H 0.21145 3.35314 3.90068 0.0 0.0 0.0
C -3.96437 -2.07731 0.07576 0.0 0.0 0.0
H -6.20976 0.54250 1.87355 0.0 0.0 0.0
H 2.76041 4.58427 1.93390 0.0 0.0 0.0
H 1.82142 1.55867 4.11260 0.0 0.0 0.0
H 1.70170 3.99406 -2.82268 0.0 0.0 0.0
C 0.62120 -2.15184 1.38557 0.0 0.0 -0.1
H -2.73371 1.11759 2.17962 0.0 0.0 0.0
H -4.29885 1.28595 2.99924 0.0 0.0 0.0
H -3.11682 -2.69817 -0.20124 0.0 0.0 0.0
H -4.03855 2.02895 1.39828 0.0 0.0 0.0
O 0.22571 -1.82893 0.18237 -0.2 0.0 -0.1
N -0.42569 2.21441 0.80428 0.0 -0.1 -0.1
H -1.99085 -0.87675 -2.36977 0.0 0.2 0.0
H -1.26941 -1.96830 -4.04029 0.0 0.0 0.0
H -1.15740 3.31995 -0.76702 0.0 0.0 0.0
H 4.03442 2.15175 -0.94553 0.0 0.0 0.0
C 0.41754 0.95362 2.66214 0.0 0.0 0.0
C 1.91834 1.14903 -4.20234 0.0 0.0 0.0
H -4.51425 -1.79518 -0.82536 0.0 0.0 0.0
C 1.20004 3.27273 -2.17060 0.0 0.0 0.0
H 0.79789 -6.63034 0.25692 0.0 0.0 0.0
H 0.15777 3.24130 -2.49077 0.0 0.0 0.0
N 0.68039 -1.28735 2.35171 0.0 0.0 0.0
C 2.75494 -1.50246 -2.30171 0.0 0.0 0.0
H 1.26451 -0.12308 4.28339 0.0 0.0 0.0
C -2.28055 2.30916 -3.12445 0.0 0.0 0.0
Si 2.08730 1.65264 -2.40373 0.0 0.0 0.1
H -5.95116 -1.19697 2.03119 0.0 0.0 0.0
N -4.27880 -0.05791 1.40735 0.0 0.0 0.0
H -3.11226 4.15264 -2.37474 0.0 0.0 0.0
C 0.68042 -4.54503 0.73446 0.0 0.0 0.0
H 2.06091 -3.07956 3.45500 0.0 0.0 0.0
H 2.47852 2.14286 0.61731 0.0 -0.1 0.1
Zr -0.38114 0.07958 -0.34824 0.2 0.0 0.0
H -0.60163 5.46852 2.88043 0.0 0.0 0.0
O -2.22714 -0.55348 0.64876 0.0 0.0 0.2
C 2.18983 -5.17163 2.97834 0.0 0.0 0.0
C -1.64594 1.74592 -4.22484 0.0 0.0 0.0
H 3.77502 2.33534 1.59461 0.0 0.0 0.0
O -1.10891 -1.20888 -2.13496 0.0 -0.2 0.1
C -0.04047 2.23434 2.09681 0.0 0.0 0.0
H 5.06374 -3.55073 -0.89874 0.0 0.0 0.0
H 4.51600 1.06310 -2.24665 0.0 0.0 0.0
H 0.18964 -3.93940 -3.64489 0.0 0.0 0.0
H 2.74096 0.51534 -4.53706 0.0 0.0 0.0
N -1.57978 3.86001 -5.35362 0.0 0.0 0.0
H 4.59444 -2.02896 1.03297 0.0 0.0 0.0
H -6.10613 -0.45090 0.42268 0.0 0.0 0.0
H 0.54824 -3.36688 -2.01106 0.0 0.0 0.0
H 2.26278 -1.34352 -3.24936 0.0 0.0 0.0
N 1.46404 0.38309 -1.29875 -0.1 0.0 0.0
F 2.97603 -0.07237 0.99518 0.0 0.0 0.0
C -0.92204 4.55090 0.96526 0.0 0.0 0.0
C 1.78874 -3.86442 2.76313 0.0 0.0 0.0
C -0.10109 3.38205 2.86797 0.0 0.0 0.0
H -2.44149 5.44621 -4.37459 0.0 0.0 0.0
H -0.80960 2.13561 -6.16200 0.0 0.0 0.0
H -1.40650 0.69062 -4.24666 0.0 0.0 0.0
C 3.68570 -2.52652 -2.19118 0.0 0.0 0.0
Se -2.71632 1.28931 -1.56744 0.0 -0.1 0.0
C -3.44677 -0.83986 0.74183 0.0 0.0 -0.1
C -5.71736 -0.31799 1.43092 0.0 0.0 0.0
C 0.96134 0.88962 4.04583 0.0 0.0 0.0
H -1.26633 5.44306 0.46249 0.0 0.0 0.0
H -1.09352 -3.90957 -2.42747 0.0 0.0 0.0
C 1.03399 -3.54638 1.63574 0.0 0.0 0.0
C 1.83553 -6.16709 2.07622 0.0 0.0 0.0
H 1.91820 2.04523 -4.82794 0.0 0.0 0.0
C -3.80761 1.17313 2.03452 0.0 0.0 0.0
H 0.08867 -4.28924 -0.13230 0.0 0.0 0.0
H 0.21421 1.22163 4.76917 0.0 0.0 0.0
H 0.97884 0.62719 -4.39113 0.0 0.0 0.0
C 3.89440 1.92594 -2.00548 0.0 0.0 0.0
H 3.89023 -3.15296 -3.04940 0.0 0.0 0.0
N 2.78667 4.05220 1.07388 0.0 0.0 0.0
N 2.83376 2.66540 1.40957 -0.1 0.0 0.0
N 0.30605 -0.05093 1.87485 0.0 0.0 -0.1
H 1.26954 3.65688 -1.15113 0.0 0.0 0.0
H 0.34156 -1.45006 -3.55517 0.0 0.0 -0.1
H -4.63870 -2.63872 0.71984 0.0 0.0 0.0
C -1.31619 2.55672 -5.29998 0.0 0.0 0.0
H 2.15072 -7.18808 2.24706 0.0 0.0 0.0